The following is a DFT calculation (wB97M-V/def2-TZVPD) of 12 unconnected molecules or ions with the total composition C46H104Cl2O37P4 at a distorted geometry.

Atoms and positions in Å:
C 0.39172 -1.99427 9.15564
C 1.85756 -1.77026 9.02543
O 2.17688 -1.31359 7.68755
P 1.92196 0.19587 7.26509
O 2.22521 1.21258 8.30308
O 2.87938 0.22450 6.03682
C 4.24268 0.22495 6.28665
C 5.14804 0.84714 5.23833
O 0.55277 0.33776 6.64689
C -0.04828 -0.54549 5.59585
C -0.96409 0.38086 4.83784
H 0.09380 -2.81804 8.55162
H 0.17135 -2.23365 10.15058
H -0.29447 -1.17236 8.91129
H 2.22637 -1.06635 9.77008
H 2.40555 -2.73149 9.16977
H 4.46049 0.79694 7.23666
H 4.61071 -0.77064 6.55082
H 4.80089 1.85205 5.20822
H 6.16147 0.76937 5.65165
H 5.11489 0.33570 4.30939
H 0.73977 -1.13474 5.10689
H -0.63743 -1.30463 6.22154
H -1.13475 0.00596 3.86124
H -1.92399 0.49331 5.32199
H -0.50357 1.36287 4.78535
C -4.85995 2.00876 3.10557
C -3.85814 1.47727 2.14172
O -3.83770 2.13808 0.85072
P -4.89357 1.82518 -0.32463
O -5.65216 0.56379 -0.22860
O -5.91509 3.02312 -0.14222
C -6.75987 3.52276 -1.22235
C -8.23360 3.42354 -0.73587
O -4.08171 2.10129 -1.65632
C -3.08736 3.05673 -1.95222
C -3.59978 4.26929 -2.70299
H -4.56438 1.78121 4.16852
H -5.06331 3.09703 3.05714
H -5.83378 1.58139 2.93533
H -2.86960 1.65660 2.55791
H -3.96071 0.40638 1.95411
H -6.45733 4.51846 -1.42030
H -6.66392 2.94353 -2.15899
H -8.42459 2.34639 -0.70998
H -8.34609 3.75702 0.31340
H -8.89789 3.92283 -1.42975
H -2.62676 3.36126 -1.05204
H -2.29584 2.64276 -2.52301
H -4.20882 3.84586 -3.49666
H -4.10962 5.02726 -2.11303
H -2.80970 4.84845 -3.18084
C -3.91577 -6.88646 -1.88160
C -3.20045 -5.72134 -1.13921
O -2.81380 -4.78554 -2.16193
P -3.32815 -3.30686 -2.29234
O -2.92451 -2.40534 -1.23164
O -2.81016 -2.81744 -3.70923
C -2.31820 -1.48168 -3.87237
C -3.39734 -0.41104 -4.19228
O -4.90348 -3.58318 -2.37037
C -5.73588 -2.59253 -1.72388
C -5.98398 -2.76100 -0.32300
H -4.77336 -6.45193 -2.42911
H -3.19016 -7.35361 -2.59795
H -4.27189 -7.71479 -1.24565
H -3.85025 -5.18985 -0.40707
H -2.34004 -6.15189 -0.63866
H -1.79453 -1.27370 -2.98039
H -1.60329 -1.51164 -4.65754
H -3.99916 -0.66482 -5.06952
H -4.13346 -0.36100 -3.33095
H -2.89865 0.48630 -4.47012
H -5.35686 -1.63116 -2.03263
H -6.69790 -2.65485 -2.31324
H -6.77407 -2.04514 -0.06138
H -6.35924 -3.79837 -0.21724
H -5.12817 -2.66095 0.36060
C -0.37282 1.06262 0.74354
C -0.70978 0.35899 -0.54569
O -0.08234 -1.00568 -0.40561
P 1.47388 -1.11976 -0.52098
O 2.17075 0.00251 -1.23386
O 1.93697 -1.48172 0.97409
C 3.32605 -1.85753 1.10889
C 3.85908 -1.34721 2.49231
O 1.73677 -2.52285 -1.24582
C 1.22744 -3.70385 -0.60750
C 1.86601 -4.97335 -1.20357
H -1.05961 1.93608 0.69704
H -0.68125 0.40380 1.51462
H 0.64640 1.34674 0.80829
H -1.73477 0.26272 -0.80800
H -0.34299 0.84716 -1.44415
H 3.40857 -2.96068 1.09423
H 3.96653 -1.34667 0.37932
H 3.89732 -0.27742 2.43086
H 3.27355 -1.70316 3.34069
H 4.89783 -1.60459 2.42112
H 1.53114 -3.69653 0.47375
H 0.18821 -3.90238 -0.64457
H 1.72012 -5.15875 -2.23381
H 2.94852 -4.77938 -1.04998
H 1.57710 -5.80581 -0.56245
C 4.98632 5.10927 -5.85500
O 3.87536 5.04599 -4.98016
C 2.70451 5.43539 -5.49293
O 2.42505 5.61462 -6.66325
O 1.91687 5.79049 -4.43386
C 0.60772 6.16780 -4.84394
H 5.33863 6.13349 -5.99837
H 4.78511 4.64404 -6.78362
H 5.73384 4.50462 -5.33010
H 0.13147 6.48754 -3.92102
H 0.11560 5.29098 -5.30164
H 0.66115 7.00713 -5.56175
C -1.55271 2.57958 -6.24572
O -0.20387 2.77484 -5.78592
C 0.21805 2.29487 -4.64216
O -0.50903 1.90043 -3.70211
O 1.46971 2.45389 -4.58266
C 2.17376 1.87529 -3.49061
H -1.77291 3.37452 -6.94843
H -2.28590 2.60954 -5.40017
H -1.62432 1.60044 -6.66141
H 3.23595 2.09503 -3.62777
H 2.13650 0.79315 -3.47672
H 1.82306 2.21674 -2.56845
C -0.35063 7.40370 -0.27793
O -1.18729 7.30534 0.88863
C -1.93650 6.23715 1.17367
O -1.97354 5.21713 0.54598
O -2.73983 6.59289 2.19590
C -3.56175 5.47654 2.68010
H 0.66658 7.02138 0.06038
H -0.38251 8.47768 -0.42723
H -0.77001 6.85412 -1.14421
H -3.99270 4.93645 1.82327
H -4.31020 5.96163 3.27239
H -2.89391 4.81456 3.27405
C 5.11339 -1.18645 -3.72471
O 4.41525 -2.38102 -4.24114
C 3.17875 -2.10667 -4.53955
O 2.64660 -1.02227 -4.51284
O 2.55659 -3.25490 -5.00187
C 1.07989 -3.07730 -5.07244
H 4.82245 -1.00879 -2.65382
H 4.89609 -0.47541 -4.44095
H 6.16372 -1.43254 -3.69780
H 0.80666 -2.06312 -4.86208
H 0.60884 -3.69287 -4.31469
H 0.74683 -3.31637 -6.07214
C 1.17370 4.39266 3.92498
O 0.75643 4.29320 2.53309
C 1.72035 3.90799 1.69988
O 2.85127 3.59329 1.92948
O 1.17614 3.92283 0.49095
C 1.81951 3.23333 -0.64002
H 2.07537 4.93055 3.95044
H 1.34247 3.45736 4.40467
H 0.32435 4.89377 4.36611
H 2.18288 2.24813 -0.23292
H 2.64901 3.84543 -0.99162
H 1.01592 3.12831 -1.36549
C 1.37649 -8.62099 -2.69824
O 1.84881 -8.86275 -1.33780
C 0.90727 -9.28587 -0.48099
O -0.27970 -9.25019 -0.70308
O 1.56736 -9.75615 0.53268
C 0.77442 -10.13406 1.71039
H 0.75662 -7.69252 -2.73832
H 0.76586 -9.45230 -3.07403
H 2.29892 -8.46335 -3.26803
H 0.19904 -11.01924 1.69427
H 0.08863 -9.36187 2.06116
H 1.41880 -10.13989 2.60471
C 6.06603 1.99889 1.18845
O 6.53795 0.61857 1.51490
C 6.42172 -0.22692 0.53118
O 5.90266 -0.05206 -0.52912
O 7.01056 -1.36159 0.87333
C 7.60888 -1.41505 2.19943
H 6.38261 2.06662 0.12901
H 6.71891 2.60839 1.73714
H 5.02622 2.06332 1.53590
H 7.96842 -2.43821 2.23294
H 6.94013 -1.15777 2.97192
H 8.50370 -0.72720 2.22887
Cl -2.64807 -2.08106 3.48378
C -2.66472 -3.09577 1.99406
Cl -1.39709 -4.28402 1.96266
H -3.63674 -3.64671 1.82034
H -2.47334 -2.33167 1.21485

Summary:
HOMO	-10.19	eV
SMILES	CCOP(=O)(OCC)OCC.CCOP(=O)(OCC)OCC.CCOP(=O)(OCC)OCC.CCOP(=O)(OCC)OCC.COC(=O)OC.COC(=O)OC.COC(=O)OC.COC(=O)OC.COC(=O)OC.COC(=O)OC.COC(=O)OC.ClCCl
DFT total energy	-187354.6716	eV
2S+1	1
gap between HOMO and LUMO	10.7	eV